(1)
60
Properties=species:S:1:pos:R:3 method="wB97M-V/def2-TZVPD" e_above_lowest_kj_mol=219.1 lumo_energy_ev=0.38 e_homo_ev=-7.96 homo_lumo_gap_ev=8.346 smiles="CC(C)[C@H](NS(=O)(=O)c1ccccc1)C(=O)OCC(=O)Nc1ccccc1Sc1ccccc1"
C -0.28 2.19 4.76
H -0.55 2.17 5.82
H -1.10 2.63 4.20
H 0.60 2.83 4.65
C 0.02 0.77 4.28
C 1.31 0.25 4.91
H 1.25 0.33 6.00
H 1.47 -0.80 4.66
H 2.16 0.83 4.56
H -0.81 0.12 4.57
C 0.13 0.69 2.75
N 1.13 1.60 2.22
S 1.30 1.45 0.55
O 1.92 2.64 0.07
O 0.02 1.07 -0.01
C 2.41 0.07 0.42
C 1.91 -1.21 0.28
C 2.80 -2.27 0.17
C 4.16 -2.04 0.20
C 4.65 -0.75 0.34
C 3.77 0.31 0.45
H 4.11 1.33 0.55
H 5.71 -0.57 0.36
H 4.85 -2.86 0.10
H 2.42 -3.28 0.04
H 0.85 -1.38 0.25
H 0.91 2.56 2.44
C -1.21 0.96 2.07
O -1.73 2.05 2.00
O -1.74 -0.17 1.59
C -2.89 -0.05 0.75
H -2.93 0.96 0.34
H -3.79 -0.25 1.33
C -2.78 -1.09 -0.37
O -3.70 -1.83 -0.63
N -1.58 -1.06 -1.00
C -1.12 -1.95 -1.97
C -1.67 -3.22 -2.11
C -1.17 -4.12 -3.02
C -0.09 -3.78 -3.83
C 0.46 -2.52 -3.72
C -0.05 -1.60 -2.81
S 0.77 -0.01 -2.73
C -0.56 1.15 -2.92
C -0.31 2.47 -2.54
C -1.31 3.41 -2.66
C -2.55 3.06 -3.16
C -2.79 1.75 -3.55
C -1.80 0.80 -3.44
H -1.99 -0.22 -3.76
H -3.75 1.47 -3.95
H -3.34 3.80 -3.24
H -1.11 4.43 -2.36
H 0.66 2.73 -2.14
H 1.29 -2.22 -4.34
H 0.31 -4.48 -4.54
H -1.62 -5.10 -3.11
H -2.51 -3.49 -1.48
H -0.96 -0.28 -0.77
H 0.45 -0.32 2.47

=====

(2)
65
Properties=species:S:1:pos:R:3 method="wB97M-V/def2-TZVPD" e_above_lowest_kj_mol=84.2 lumo_energy_ev="-3.84 / -4.24" s2=0.8632 charge=+1 e_homo_ev="-10.01 / -10.02" homo_lumo_gap_ev="6.169 / 5.781" multiplicity=2
Pd 0.36 0.28 0.22
O 0.30 0.08 2.46
N 0.30 1.16 3.22
C 0.38 1.00 4.56
C 0.38 2.07 5.40
C 0.28 3.35 4.85
C 0.21 3.50 3.49
C 0.23 2.38 2.65
S 0.16 2.53 0.93
H 0.45 -0.03 4.87
H 0.45 1.91 6.46
H 0.27 4.23 5.49
H 0.15 4.47 3.02
O -1.19 -1.45 -3.54
C -0.65 -1.16 -2.50
O -0.63 0.05 -1.98
C 0.09 -2.20 -1.68
C 0.16 -3.52 -2.17
C 0.83 -4.45 -1.44
C 1.45 -4.08 -0.23
C 2.18 -5.00 0.56
C 2.75 -4.60 1.73
C 2.62 -3.25 2.15
C 1.93 -2.34 1.42
C 1.33 -2.74 0.20
N 0.64 -1.82 -0.55
H -0.33 -3.74 -3.11
H 0.90 -5.48 -1.78
H 2.27 -6.03 0.23
H 3.30 -5.30 2.33
H 3.09 -2.94 3.08
H 1.84 -1.31 1.74
S 2.77 1.05 0.01
C 3.48 0.56 -1.42
N 2.86 -0.33 -2.25
C 3.33 -0.68 -3.46
C 4.52 -0.18 -3.88
C 5.18 0.69 -2.97
N 4.69 1.05 -1.82
H 1.99 -0.71 -1.90
H 2.72 -1.35 -4.05
H 4.93 -0.42 -4.84
H 6.15 1.09 -3.22
C -3.87 3.25 -0.61
N -4.15 2.08 0.22
C -5.07 1.19 -0.51
N -4.48 0.75 -1.76
C -4.12 1.91 -2.58
N -3.26 2.86 -1.88
C -1.92 2.35 -1.65
P -1.90 0.73 -0.73
C -3.03 1.44 0.78
C -3.35 -0.15 -1.53
H -3.21 3.92 -0.07
H -4.81 3.76 -0.81
H -5.98 1.74 -0.72
H -5.31 0.33 0.11
H -5.04 2.43 -2.86
H -3.62 1.57 -3.48
H -1.35 3.08 -1.07
H -1.41 2.20 -2.60
H -2.36 2.12 1.30
H -3.29 0.57 1.38
H -3.66 -0.96 -0.87
H -3.04 -0.58 -2.48

=====

(3)
88
Properties=species:S:1:pos:R:3 method="wB97M-V/def2-TZVPD" lumo_energy_ev=-0.03 e_homo_ev=-10.50 homo_lumo_gap_ev=10.472 smiles="CC(=O)OC(=O)CB(C[C@H](C)Cl)C[C@H](O)C(F)(F)F.FC(F)C(F)(F)COC(F)(F)C(F)F.FC(F)C(F)(F)COC(F)(F)C(F)F.FC(F)C(F)(F)COC(F)(F)C(F)F"
C 6.90 -3.81 -4.45
C 5.68 -4.81 -4.64
O 5.16 -5.34 -3.63
O 5.13 -5.11 -5.92
C 3.68 -5.01 -5.87
O 3.06 -6.00 -6.25
C 3.09 -3.62 -5.41
B 1.48 -3.49 -5.41
C 0.41 -4.69 -5.21
C -0.79 -4.37 -4.19
C -0.59 -5.27 -2.86
Cl -2.34 -5.02 -5.00
C 0.86 -1.97 -5.60
C 1.30 -1.10 -4.32
O 0.29 -1.08 -3.27
C 1.64 0.43 -4.66
F 1.17 0.87 -5.91
F 1.04 1.29 -3.70
F 3.05 0.60 -4.66
H 7.22 -3.29 -5.42
H 7.79 -4.35 -3.96
H 6.55 -3.02 -3.70
H 3.48 -2.83 -6.16
H 3.48 -3.26 -4.38
H 0.87 -5.69 -4.91
H -0.07 -4.87 -6.25
H -0.92 -3.26 -3.95
H -1.48 -5.05 -2.17
H -0.68 -6.38 -3.14
H 0.39 -5.07 -2.32
H -0.29 -2.01 -5.67
H 1.31 -1.53 -6.55
H 2.24 -1.53 -3.82
H -0.56 -0.75 -3.63
C 0.50 -0.79 0.50
C -0.52 -1.95 0.58
C -1.98 -1.55 0.77
F -2.20 -0.85 1.90
F -2.77 -2.66 0.85
F -0.12 -2.83 1.53
F -0.44 -2.62 -0.61
O 1.21 -0.44 1.70
C 0.56 0.41 2.62
C 0.21 -0.29 3.95
F -0.53 -1.39 3.75
F -0.51 0.53 4.75
F -0.51 0.98 2.02
F 1.43 1.42 2.86
H 1.29 -1.14 -0.17
H 0.09 0.09 0.01
H -2.34 -0.95 -0.08
H 1.12 -0.58 4.48
C 1.53 5.32 5.98
C 2.12 3.93 5.65
C 1.14 2.76 5.60
F 0.50 2.56 6.77
F 1.81 1.61 5.34
F 3.15 3.69 6.50
F 2.69 4.04 4.41
O 1.60 5.77 7.34
C 0.61 5.32 8.24
C 1.17 4.40 9.33
F 1.84 3.34 8.81
F 0.17 3.90 10.09
F -0.40 4.77 7.55
F 0.10 6.43 8.82
H 2.14 6.05 5.43
H 0.52 5.44 5.57
H 0.40 2.90 4.82
H 1.87 4.94 9.98
C -4.18 1.72 0.91
C -3.68 1.60 -0.54
C -3.10 2.87 -1.17
F -3.98 3.89 -1.22
F -2.73 2.64 -2.45
F -4.67 1.08 -1.31
F -2.68 0.66 -0.54
O -5.59 1.93 1.12
C -6.08 3.26 1.02
C -7.01 3.46 -0.19
F -6.42 3.11 -1.35
F -7.35 4.77 -0.31
F -5.04 4.11 1.04
F -6.77 3.48 2.15
H -4.00 0.74 1.37
H -3.58 2.41 1.50
H -2.22 3.21 -0.62
H -7.92 2.87 -0.08

=====

(4)
68
Properties=species:S:1:pos:R:3 method="wB97M-V/def2-TZVPD" lumo_energy_ev=-1.07 e_homo_ev=-9.40 homo_lumo_gap_ev=8.326 smiles="C=CN(Br)C(=O)OCOCOCCO.O=[N+]([O-])c1ccccc1.O=[N+]([O-])c1ccccc1.O=[N+]([O-])c1ccccc1"
C 2.03 -0.15 1.43
C 1.78 0.19 0.17
N 2.35 1.33 -0.49
Br 1.47 1.55 -2.17
C 2.17 2.53 0.30
O 3.10 2.92 0.99
O 1.00 3.17 0.17
C 0.42 3.70 1.37
O -0.85 3.22 1.59
C -0.86 1.82 1.84
O -2.12 1.49 2.30
C -2.78 0.47 1.56
C -3.79 1.07 0.61
O -3.18 1.68 -0.52
H 2.79 0.31 2.05
H 1.46 -0.95 1.86
H 1.17 -0.45 -0.44
H 1.05 3.50 2.24
H 0.30 4.76 1.24
H -0.13 1.63 2.63
H -0.60 1.29 0.93
H -2.11 -0.22 1.05
H -3.35 -0.11 2.29
H -4.30 1.86 1.14
H -4.54 0.34 0.31
H -2.64 1.00 -0.95
C 4.26 4.02 4.19
C 4.65 4.53 5.42
C 5.57 5.57 5.48
C 6.08 6.08 4.30
C 5.71 5.57 3.07
C 4.79 4.53 3.02
N 7.04 7.19 4.35
O 7.36 7.60 5.45
O 7.44 7.64 3.30
H 3.54 3.21 4.15
H 4.24 4.13 6.34
H 5.88 5.98 6.43
H 6.12 5.98 2.15
H 4.48 4.12 2.07
C -1.32 -6.62 -0.68
C -0.42 -5.90 -1.44
C -0.47 -4.52 -1.46
C -1.45 -3.88 -0.71
C -2.36 -4.59 0.05
C -2.29 -5.97 0.06
N -1.50 -2.42 -0.72
O -0.70 -1.82 -1.41
O -2.34 -1.87 -0.03
H -1.27 -7.70 -0.66
H 0.34 -6.41 -2.03
H 0.23 -3.95 -2.06
H -3.11 -4.07 0.63
H -3.00 -6.54 0.66
C -3.71 -1.85 -6.25
C -4.78 -2.56 -5.72
C -4.54 -3.71 -4.98
C -3.23 -4.13 -4.79
C -2.16 -3.43 -5.32
C -2.41 -2.28 -6.06
N -2.97 -5.33 -3.99
O -3.93 -5.93 -3.55
O -1.82 -5.65 -3.81
H -3.90 -0.95 -6.82
H -5.79 -2.22 -5.87
H -5.36 -4.27 -4.56
H -1.15 -3.77 -5.17
H -1.58 -1.72 -6.48

=====

(5)
67
Properties=species:S:1:pos:R:3 method="wB97M-V/def2-TZVPD" e_above_lowest_kj_mol=247.0 lumo_energy_ev="-13.77 / -15.83" s2=0.7830 charge=+4 e_homo_ev="-19.22 / -19.21" homo_lumo_gap_ev="5.447 / 3.383" multiplicity=2
Ir 0.20 -0.24 -0.06
C -0.36 0.69 2.63
N -0.29 1.35 1.29
C 0.70 2.48 1.40
C 0.74 3.40 0.20
C 1.11 4.74 0.33
C 1.04 5.57 -0.77
C 0.57 5.06 -1.97
C 0.22 3.72 -2.04
N 0.34 2.93 -0.98
C -1.65 1.90 0.95
C -2.25 1.30 -0.28
C -3.50 1.73 -0.71
C -4.06 1.19 -1.85
C -3.36 0.21 -2.53
C -2.13 -0.18 -2.05
N -1.57 0.35 -0.95
C -1.20 -0.54 2.49
C -2.02 -1.05 3.48
C -2.83 -2.14 3.18
C -2.81 -2.66 1.89
C -1.96 -2.11 0.95
N -1.14 -1.09 1.26
H -0.80 1.39 3.35
H 0.65 0.48 2.98
H 1.68 2.04 1.60
H 0.43 3.07 2.28
H 1.42 5.12 1.30
H 1.32 6.61 -0.69
H 0.47 5.69 -2.85
H -0.14 3.27 -2.96
H -1.58 2.97 0.82
H -2.32 1.73 1.80
H -4.02 2.50 -0.14
H -5.03 1.52 -2.19
H -3.76 -0.26 -3.42
H -1.57 -0.94 -2.57
H -2.05 -0.59 4.45
H -3.49 -2.56 3.93
H -3.45 -3.49 1.60
H -1.92 -2.49 -0.06
N 2.06 -0.68 0.97
N 3.08 0.21 0.56
C 3.02 0.62 -0.75
N 4.10 1.11 -1.31
N 1.80 0.45 -1.28
N 1.57 0.85 -2.61
O 2.40 1.48 -3.20
O 0.48 0.50 -3.03
H 2.00 -0.59 1.99
H 2.34 -1.64 0.78
H 4.00 0.04 0.96
H 4.99 1.13 -0.82
H 4.06 1.49 -2.24
Se 0.58 -2.27 -2.90
N 0.49 -2.09 -1.06
C 0.80 -3.28 -0.53
C 0.88 -3.67 0.85
C 1.25 -4.96 1.19
C 1.53 -5.95 0.23
C 1.45 -5.63 -1.13
C 1.10 -4.30 -1.51
N 1.03 -3.94 -2.77
H 0.62 -2.98 1.65
H 1.30 -5.24 2.23
H 1.80 -6.94 0.55
H 1.65 -6.36 -1.91

=====

(6)
58
Properties=species:S:1:pos:R:3 method="wB97M-V/def2-TZVPD" e_above_lowest_kj_mol=179.2 lumo_energy_ev=0.61 e_homo_ev=-8.13 homo_lumo_gap_ev=8.742 smiles="COc1ccc(CN2CCC(C(=O)Nc3ccc(Oc4cccnc4)cc3)CC2)cc1"
C -2.76 -5.07 1.52
H -2.19 -5.99 1.52
O -2.57 -4.50 0.25
C -3.17 -3.31 -0.03
C -3.99 -2.60 0.85
C -4.54 -1.39 0.45
C -4.29 -0.86 -0.80
C -3.49 -1.58 -1.68
C -2.93 -2.79 -1.30
H -2.31 -3.35 -1.98
H -3.29 -1.20 -2.67
C -4.82 0.50 -1.19
N -3.95 1.61 -0.83
C -3.78 1.76 0.61
C -3.06 3.07 0.92
H -3.68 3.91 0.60
H -2.91 3.14 2.00
C -1.71 3.15 0.20
C -0.70 2.17 0.80
O -0.96 1.37 1.67
N 0.55 2.33 0.26
C 1.72 1.62 0.52
C 1.77 0.53 1.39
C 2.95 -0.14 1.60
C 4.11 0.26 0.94
C 4.08 1.35 0.09
C 2.89 2.02 -0.12
H 2.87 2.87 -0.79
H 4.98 1.69 -0.41
O 5.28 -0.41 1.25
C 6.21 -0.66 0.29
C 7.53 -0.85 0.70
C 8.48 -1.17 -0.26
C 8.08 -1.27 -1.58
N 6.83 -1.10 -1.97
C 5.91 -0.81 -1.07
H 4.90 -0.70 -1.44
H 8.78 -1.51 -2.37
H 9.51 -1.32 0.02
H 7.77 -0.76 1.74
H 3.00 -0.99 2.27
H 0.87 0.21 1.90
H 0.66 3.07 -0.42
C -1.94 2.89 -1.29
C -2.66 1.56 -1.49
H -2.83 1.39 -2.55
H -2.03 0.74 -1.10
H -1.00 2.88 -1.85
H -2.56 3.69 -1.69
H -1.29 4.16 0.33
H -4.77 1.79 1.07
H -3.21 0.93 1.05
H -5.79 0.68 -0.69
H -4.98 0.55 -2.27
H -5.17 -0.86 1.15
H -4.20 -2.98 1.83
H -3.81 -5.30 1.71
H -2.39 -4.41 2.31